ORCA calculation (ωB97M-V/def2-TZVPD) on C26H27Cl2N3O5PPdSTe as an isolated structure.

XYZ file:
```
67
Properties=species:S:1:pos:R:3:forces:R:3
Te -1.002 0.479 2.710 -0.1 0.2 0.2
Pd -0.080 -1.202 0.994 -0.2 0.4 0.7
Cl -4.298 -1.522 -1.768 0.0 0.0 0.0
Cl -1.566 -0.462 -2.058 -0.1 0.0 -0.2
S 3.520 -0.252 0.866 0.2 -0.1 -0.3
P -0.356 2.057 1.036 0.2 0.2 -0.5
O -1.696 2.723 0.440 0.0 0.1 0.2
O 3.310 0.480 2.086 -0.1 0.1 0.1
O 4.669 -1.134 0.821 0.0 0.0 0.0
O 0.427 1.382 -0.020 0.0 0.0 -0.1
O 0.392 3.375 1.565 -0.4 0.0 0.4
N 2.177 -0.979 0.453 -0.6 -0.1 0.4
N 0.745 -2.494 -0.317 0.5 -0.5 -0.1
N -8.679 -5.971 2.471 0.0 0.0 0.0
C 2.661 4.049 1.950 0.0 0.0 0.0
C 2.608 -4.035 -1.576 0.0 -0.1 0.0
C -4.431 -4.384 0.840 0.0 0.0 0.0
C -2.893 3.753 -1.349 0.0 0.0 0.0
C -3.988 -3.429 1.761 0.0 0.1 0.1
C 4.337 2.927 -2.313 0.0 0.0 0.0
C -2.750 -2.744 1.573 -0.1 -0.1 -0.1
C 4.967 1.715 -0.322 0.0 0.0 0.0
C 3.025 -2.926 -0.882 0.0 0.2 0.1
C 5.228 2.691 -1.269 0.0 0.0 0.0
C 2.901 1.186 -1.435 0.1 -0.1 0.0
C 2.051 -2.130 -0.243 0.1 -0.2 -0.5
C 1.491 3.264 2.494 0.1 -0.1 -0.2
C 1.257 -4.383 -1.643 -0.1 0.0 0.0
C 3.178 2.164 -2.381 0.0 0.0 0.0
C 3.799 0.967 -0.406 0.1 0.0 0.0
C 4.633 3.970 -3.358 0.0 0.0 0.0
C -5.635 -5.037 1.019 0.0 0.0 0.0
C -1.720 -2.127 1.395 0.2 0.0 -0.3
C -1.539 3.591 -0.694 0.0 0.0 -0.1
C -7.677 -5.426 2.320 0.0 0.0 0.0
C -3.084 -0.370 -1.166 0.0 0.0 0.1
C -6.426 -4.747 2.131 0.0 0.0 0.0
C -4.795 -3.145 2.871 0.0 0.0 0.0
C -5.999 -3.794 3.056 0.0 0.0 0.0
C 0.355 -3.579 -0.982 0.1 0.0 0.0
H -2.847 4.520 -2.125 0.0 0.0 0.0
H 3.723 4.485 -3.668 0.0 0.0 0.0
H 1.979 0.626 -1.464 0.0 0.0 0.0
H 2.400 5.101 1.817 0.0 0.0 0.0
H 1.145 3.656 3.453 0.0 0.0 0.0
H -6.617 -3.569 3.915 0.0 0.0 0.0
H 3.345 -4.651 -2.077 0.0 0.0 0.0
H 4.063 -2.646 -0.797 0.0 0.0 0.0
H 6.136 3.280 -1.197 0.0 0.0 0.0
H -3.484 0.630 -1.274 0.0 0.0 0.0
H 0.920 -5.257 -2.183 0.0 0.0 0.0
H -0.819 3.147 -1.385 0.0 0.0 0.0
H 3.504 3.978 2.639 0.0 0.0 0.0
H -0.709 -3.783 -0.960 0.0 0.0 0.0
H 2.969 3.632 0.991 0.0 0.0 0.0
H 1.772 2.218 2.618 0.0 0.0 0.0
H 5.072 3.515 -4.250 0.0 0.0 0.0
H 2.467 2.346 -3.179 0.0 0.0 0.0
H -5.973 -5.772 0.301 0.0 0.0 0.0
H 5.337 4.714 -2.986 0.0 0.0 0.0
H -3.820 -4.599 -0.025 0.0 0.0 0.0
H -2.877 -0.616 -0.130 0.0 0.0 0.0
H -1.146 4.551 -0.353 0.0 0.0 0.0
H -3.215 2.818 -1.809 0.0 0.0 0.0
H 5.661 1.530 0.489 0.0 0.0 0.0
H -4.459 -2.402 3.582 0.0 0.0 0.0
H -3.637 4.050 -0.610 0.0 0.0 0.0
```
Forces are in eV/Å.

energy	-3603.412973	a.u.
HOMO level	-5.154	eV
net charge	-1
orbital gap	7.461	eV

Results of the natural (NBO) charge analysis, in e, for atoms 1 through 6: number 1, Te, carries -0.242; number 2, Pd, carries 0.604; number 3, Cl, carries -0.060; number 4, Cl, carries -0.020; number 5, S, carries 2.342; number 6, P, carries 2.063

***

ORCA calculation (ωB97M-V/def2-TZVPD) on C26H27CoN4O6P3S3 as an isolated structure.

XYZ file:
```
70
Properties=species:S:1:pos:R:3:forces:R:3
Co -1.117 -0.415 -0.171 0.5 -1.1 0.5
S 3.437 -0.507 -1.558 0.7 0.2 0.6
S -1.102 -1.911 -2.981 -0.1 0.2 0.0
S 1.132 -1.412 -0.066 -2.9 -0.1 -0.2
P -1.788 -0.740 2.959 0.0 -0.1 0.2
P -3.041 -2.315 0.613 -0.6 0.2 0.5
P 2.727 -0.246 0.276 1.1 0.7 -1.5
O -4.168 -3.273 0.542 0.3 -0.1 -0.1
O -3.606 -0.806 0.354 0.1 -0.1 0.0
O -1.744 -2.355 -0.151 0.6 0.7 -0.3
O -1.052 -0.192 1.755 -0.1 0.2 -0.6
O -3.162 0.107 3.189 0.0 0.1 -0.1
O -1.072 -0.888 4.236 0.0 0.0 -0.1
N -1.358 1.540 -0.474 0.3 -0.2 -0.1
N -1.251 -0.431 -2.122 0.2 -0.1 0.2
N -1.461 0.951 -4.020 -0.2 -0.3 0.2
N -3.771 -2.643 3.164 0.0 0.0 0.0
C -1.505 2.459 0.473 0.0 0.0 0.1
C -0.226 -2.185 -5.533 0.0 0.0 -0.1
C 2.355 1.466 0.693 -0.2 0.0 0.3
C -2.515 -2.325 2.383 0.0 -0.1 0.0
C -1.446 0.708 -2.692 0.2 0.4 0.1
C -2.250 4.067 -1.123 0.0 0.0 0.0
C 2.658 3.819 0.307 0.0 0.0 0.0
C 5.294 -1.735 3.733 0.0 0.0 0.0
C 1.951 4.097 1.468 0.0 0.0 0.0
C -1.648 1.853 -1.751 0.2 -0.2 -0.2
C 5.902 -1.330 2.554 -0.1 0.0 0.0
C -0.760 0.430 -6.276 0.1 -0.1 0.0
C -0.989 0.014 -4.979 0.0 0.0 0.0
C -0.731 -1.296 -4.599 0.0 0.0 0.0
C 5.127 -0.900 1.487 0.1 0.0 -0.1
C 1.445 3.060 2.242 -0.1 0.0 0.1
C 3.742 -0.881 1.610 -0.3 -0.1 0.2
C -1.941 3.745 0.184 0.0 0.0 0.0
C -2.106 3.103 -2.116 0.1 -0.1 0.1
C 2.867 2.502 -0.079 -0.1 0.0 -0.1
C 3.129 -1.294 2.792 0.1 0.0 0.1
C -1.515 -3.460 2.600 0.0 0.0 0.0
C -0.275 -0.472 -7.216 0.0 0.0 0.1
C 3.911 -1.719 3.853 0.0 0.0 0.0
C 1.641 1.744 1.859 0.0 0.0 0.0
C -0.007 -1.777 -6.844 0.0 0.0 0.0
H -1.913 -4.410 2.239 0.0 0.0 0.0
H 3.438 -2.043 4.771 0.0 0.0 0.0
H -2.040 4.467 0.981 0.0 0.0 0.0
H 6.979 -1.354 2.460 0.0 0.0 0.0
H 3.057 4.625 -0.294 0.0 0.0 0.0
H -0.959 1.457 -6.558 0.0 0.0 0.0
H -0.604 -3.246 2.044 0.0 0.0 0.0
H -2.370 3.338 -3.137 0.0 0.0 0.0
H 5.902 -2.072 4.563 0.0 0.0 0.0
H -3.112 0.592 4.024 0.0 0.0 0.0
H -0.105 -0.145 -8.233 0.0 0.0 0.0
H 3.419 2.281 -0.984 0.0 -0.1 0.0
H -4.354 -3.230 2.537 0.0 0.0 0.0
H -4.267 -1.776 3.387 0.0 0.0 0.0
H 0.374 -2.485 -7.567 0.0 0.0 0.0
H -1.269 2.135 1.476 0.0 0.0 0.0
H -3.555 -3.134 4.031 0.0 0.0 0.0
H -1.507 1.908 -4.322 0.0 0.0 0.0
H 2.048 -1.298 2.883 0.0 0.0 0.0
H -0.011 -3.206 -5.242 0.0 0.0 0.0
H 5.596 -0.598 0.559 -0.1 0.0 0.0
H 1.240 0.937 2.460 0.0 0.0 0.0
H 0.909 3.279 3.157 0.0 0.0 0.0
H -4.546 -0.823 0.134 0.0 0.0 0.0
H -1.257 -3.534 3.658 0.0 0.0 0.0
H 1.802 5.124 1.776 0.0 0.0 0.0
H -2.608 5.056 -1.378 0.0 0.0 0.0
```
Forces are in eV/Å.

energy	-5278.907116	a.u.
HOMO level (spin up / spin down)	-9.682 / -9.685	eV
net charge	+1
orbital gap (spin up / spin down)	5.022 / 5.063	eV

Results of the natural (NBO) charge analysis, in e, for atoms 1 through 6: number 1, Co, carries 1.156; number 2, S, carries -0.489; number 3, S, carries 0.556; number 4, S, carries -0.220; number 5, P, carries 2.398; number 6, P, carries 2.389

***

ORCA calculation (ωB97M-V/def2-TZVPD) on C26H27IrN3O7P3S2 as an isolated structure.

XYZ file:
```
69
Properties=species:S:1:pos:R:3:forces:R:3
Ir -1.403 -0.012 0.888 0.1 0.0 -0.1
S -3.499 -0.019 -0.006 0.0 0.0 0.0
S -2.141 1.418 2.445 0.0 0.0 0.0
P 1.710 -0.011 -0.722 0.0 0.1 0.0
P -1.081 -3.102 1.732 0.1 0.0 0.0
P -1.401 -2.740 -1.183 0.0 0.0 0.0
O -1.771 -1.852 2.173 -0.1 0.0 0.0
O -0.088 -3.499 -1.778 0.0 0.0 0.0
O -0.822 -1.488 -0.547 0.0 0.0 0.0
O 0.475 -2.989 1.479 0.0 0.0 0.0
O -1.287 -5.170 0.068 0.0 0.0 0.0
O -2.473 -2.703 -2.193 0.0 0.0 0.0
O -1.172 -4.227 2.852 0.0 0.0 0.0
N 3.090 1.799 4.904 0.0 0.0 0.0
N 0.424 0.010 1.864 0.0 -0.1 0.0
N 1.942 -0.083 3.772 0.1 0.0 0.0
C -3.790 1.629 2.102 0.0 0.0 0.0
C 2.525 0.957 4.342 0.0 0.0 -0.1
C 3.167 -0.440 -5.103 0.0 0.0 0.0
C 1.479 -0.612 -3.398 0.0 0.0 0.0
C -4.385 0.996 1.031 0.0 0.0 0.0
C -5.847 1.158 0.705 0.0 0.0 0.0
C 2.364 -0.107 -2.441 0.0 0.0 0.0
C 3.088 0.794 0.181 0.0 -0.1 0.0
C 4.214 0.006 0.428 0.0 0.0 0.0
C -1.107 3.618 -1.405 0.0 0.0 0.0
C 3.017 2.053 0.771 0.0 0.0 0.0
C 5.255 0.475 1.213 0.0 0.0 0.0
C -1.819 -3.861 0.253 0.0 0.0 0.0
C -1.529 2.591 -0.580 0.0 0.0 0.0
C 3.655 0.226 -2.840 0.0 0.0 0.0
C 4.048 2.513 1.580 0.0 0.0 0.0
C 4.054 0.056 -4.161 0.0 0.0 0.0
C -0.747 1.454 -0.333 0.0 0.0 0.0
C -4.548 2.539 3.033 0.0 0.0 0.0
C 0.136 3.548 -2.016 0.0 0.0 0.0
C 0.929 2.439 -1.784 0.0 0.0 0.0
C 1.872 -0.770 -4.716 0.0 0.0 0.0
C 5.171 1.732 1.798 0.0 0.0 0.0
C 1.149 0.032 2.779 -0.1 0.1 0.1
C -3.326 -3.974 0.421 0.0 0.0 0.0
C 0.516 1.389 -0.955 0.0 0.0 0.0
H -5.976 1.418 -0.346 0.0 0.0 0.0
H 3.958 3.477 2.064 0.0 0.0 0.0
H -3.766 -2.995 0.611 0.0 0.0 0.0
H -5.374 2.013 3.517 0.0 0.0 0.0
H 3.478 -0.566 -6.133 0.0 0.0 0.0
H -0.435 -5.070 -0.378 0.0 0.0 0.0
H -1.752 4.475 -1.568 0.0 0.0 0.0
H 5.063 0.322 -4.454 0.0 0.0 0.0
H 1.168 -1.153 -5.445 0.0 0.0 0.0
H 0.487 4.343 -2.663 0.0 0.0 0.0
H -2.503 2.673 -0.113 0.0 0.0 0.0
H -6.382 0.222 0.875 0.0 0.0 0.0
H -3.555 -4.643 1.252 0.0 0.0 0.0
H 0.470 -0.872 -3.099 0.0 0.0 0.0
H 4.264 -0.994 0.011 0.0 0.0 0.0
H -4.964 3.396 2.499 0.0 0.0 0.0
H 6.118 -0.154 1.397 0.0 0.0 0.0
H -1.141 -3.832 3.733 0.0 0.0 0.0
H -6.316 1.932 1.310 0.0 0.0 0.0
H -0.318 -3.851 -2.648 0.0 0.0 0.0
H 1.903 2.385 -2.257 0.0 0.0 0.0
H 0.716 -2.226 0.913 0.0 0.0 0.0
H -3.887 2.918 3.811 0.0 0.0 0.0
H 2.137 2.667 0.623 0.0 0.0 0.0
H 5.960 2.084 2.450 0.0 0.0 0.0
H 4.354 0.628 -2.118 0.0 0.0 0.0
H -3.750 -4.370 -0.500 0.0 0.0 0.0
```
Forces are in eV/Å.

energy	-3623.066548	a.u.
HOMO level (spin up / spin down)	-4.902 / -5.278	eV
net charge	-1
spin multiplicity	2
orbital gap (spin up / spin down)	7.312 / 6.160	eV

Results of the natural (NBO) charge analysis, in e, for atoms 1 through 6: number 1, Ir, carries 0.726; number 2, S, carries 0.168; number 3, S, carries 0.239; number 4, P, carries 0.862; number 5, P, carries 2.386; number 6, P, carries 2.372

***

M / g/mol: 829.485; 739.580; 842.789